This record from the OMol25 dataset describes C46H56AgAsNPS3 as an isolated structure. The level of theory is wB97M-V/def2-TZVPD.

```
! RIJCOSX wB97M-V def2-TZVPD def2/J DEFGRID3
* xyz 0 1
H 2.504 -2.108 2.562
C -0.134 3.364 -2.314
H -6.152 -3.985 -0.836
C 2.502 -4.223 0.977
C 0.451 3.368 3.450
C -2.928 -1.296 2.684
C 2.623 2.320 3.602
H -5.440 -4.886 -2.173
C 1.311 -2.070 -2.516
H 0.571 -2.676 -3.037
S 0.203 2.839 -0.588
C 0.199 0.040 4.906
H 0.106 -2.577 2.409
N -0.294 -2.130 -0.197
H 3.686 -3.341 -2.048
H 1.820 3.868 -3.137
H -0.984 2.741 -2.590
H -2.274 1.289 2.610
H -3.271 1.695 -1.014
C 2.400 4.684 3.943
H -0.682 -4.657 -0.948
H -4.577 -0.435 1.594
H 4.693 -5.700 0.575
H 4.268 3.645 4.003
C -4.005 -3.962 -0.871
H 4.794 0.957 -1.657
H -2.854 -5.705 -1.342
C -1.589 -4.084 -0.814
C -2.809 -4.668 -1.036
C 3.198 3.556 3.865
H 2.328 3.743 -1.210
H 1.908 4.124 0.466
H -3.362 -1.241 3.682
P -2.571 -0.267 0.163
S 1.584 1.505 -3.539
C 3.350 1.685 -3.075
H 0.562 3.518 -4.313
H -3.105 -2.288 2.276
H 3.513 2.715 -2.763
H -3.908 1.247 3.317
C 1.769 -2.790 -1.284
As 0.665 0.402 3.022
C 0.895 -2.856 -0.188
C 0.991 -0.748 5.730
H -2.196 -0.012 -2.525
H 0.795 -4.129 2.969
C 0.968 3.220 -3.344
H -5.415 1.148 0.088
H 3.839 2.529 0.282
C 0.686 -0.886 7.073
C 4.734 0.915 3.464
H -0.594 -4.096 1.866
C -3.645 0.662 -1.072
C 3.124 -1.268 2.843
C -0.920 0.666 5.444
H 0.812 -1.135 -2.239
H 1.863 -1.252 5.330
H 6.374 -0.432 3.236
H -5.582 -0.300 -0.911
H 4.948 -2.368 2.680
H 0.418 5.481 3.784
H 5.098 -5.034 -1.013
C 0.345 -3.611 2.126
H -0.637 -0.320 8.660
H 1.318 -1.483 7.716
C 1.272 -3.589 0.947
H 3.778 -0.311 -2.388
H -3.649 0.716 -3.248
C 3.353 1.066 3.420
C 2.796 2.207 0.254
C -3.518 -0.227 1.776
H 5.374 1.752 3.704
H 2.133 -1.862 -3.197
C -1.221 0.535 6.787
H -1.847 -1.148 2.759
C -0.414 -0.237 7.606
C 4.738 -4.789 -0.017
C -5.154 0.696 -0.864
H 3.934 1.505 -3.980
C 3.786 0.707 -2.000
H -3.713 -0.906 -2.548
C 1.033 4.595 3.733
C -1.468 -2.726 -0.420
S 2.709 0.578 -0.539
H -5.404 -5.559 -0.548
H 2.853 5.642 4.159
H -5.611 1.288 -1.657
C 1.236 2.228 3.401
C 1.933 3.334 -0.287
H -1.556 1.272 4.808
C 3.007 -3.406 -1.207
C -3.282 0.087 -2.439
H 2.470 1.985 1.268
Ag 0.050 0.143 0.162
H 2.777 -4.798 1.854
C 5.299 -0.320 3.201
C 2.548 -0.038 3.103
C -5.326 -4.633 -1.118
C -2.691 -2.007 -0.288
C -3.914 -2.637 -0.490
C 4.501 -1.409 2.895
H -3.647 1.936 1.707
C 3.389 -4.132 -0.087
H -0.446 4.411 -2.273
H -0.614 3.308 3.256
H -2.077 1.053 7.199
H -4.826 -2.078 -0.334
C -3.338 1.151 2.395
H 5.466 -4.121 0.447
*
```

Computed properties:
**Total energy**: -5759.88951 Ha
**E_LUMO**: 0.17 eV